This record from OMol25 describes the molecule C3H4OS at a distorted geometry. The level of theory is ωB97M-V with the def2-TZVPD basis set.

Calculated values
LUMO in eV: 0.76
Energy above the lowest of the compared OMol25 structures with the same formula, charge and spin in kcal per mole: 76.9
Frontier orbital gap in eV: 10.05
Total energy in Ha: -590.00218

```
! RIJCOSX wB97M-V def2-TZVPD def2/J DEFGRID3
* xyz 0 1
C -0.73966 1.17942 0.51544
C -0.17580 0.15663 -0.14817
C 1.28481 -0.56985 -0.37045
O -2.57696 -0.83420 0.29983
S -1.98819 0.17545 -0.55941
H -0.50990 1.88523 1.16355
H 1.23187 -1.19472 0.52879
H 1.94936 0.24274 -0.09541
H 1.52447 -1.04069 -1.33417
*
```

natural (NBO) atomic charge list, values in e, 2 entries: -0.36, -0.15

---

This record from OMol25 describes an isolated ion of composition C7H15N3O2 and charge +2 at a distorted geometry. The level of theory is ωB97M-V with the def2-TZVPD basis set.

Calculated values
LUMO in eV: -8.36
Energy above the lowest of the compared OMol25 structures with the same formula, charge and spin in kcal per mole: 43.8
Frontier orbital gap in eV: 9.09
Total energy in Ha: -589.76770

```
! RIJCOSX wB97M-V def2-TZVPD def2/J DEFGRID3
* xyz 2 1
C -0.13201 0.86419 -0.53266
C 0.15746 2.71348 -1.92615
C -1.08650 -1.35808 -0.21375
C -1.57718 0.50443 1.41977
C 1.62929 -0.43514 -2.24952
C 0.75880 -0.48376 1.33107
C -0.50765 -0.12185 0.50906
N -0.56552 2.03966 -0.81891
N 1.21664 0.72916 -1.53009
N 0.49099 -1.55763 2.32237
O -0.10213 3.77429 -2.33168
O 1.11346 1.86439 -2.29227
H -1.65114 -1.97673 0.47919
H -0.31594 -1.95648 -0.69091
H -1.79220 -1.05279 -0.98379
H -2.44979 0.80222 0.84299
H -1.93720 -0.21804 2.14888
H -1.19700 1.37263 1.95447
H 0.97796 -0.66707 -3.09927
H 1.69593 -1.28694 -1.57930
H 2.63158 -0.22020 -2.63714
H 1.55733 -0.81809 0.66632
H 1.10867 0.39968 1.86959
H -1.31255 2.56074 -0.36329
H 0.08917 -2.39146 1.86415
H -0.16629 -1.23857 3.05193
H 1.36583 -1.84205 2.78893
*
```

natural (NBO) atomic charge list, values in e, 2 entries: 0.62, 0.87